(1)
Entry from the OMol25 dataset: one molecule with the formula C5H7NO3S at a distorted geometry (ωB97M-V/def2-TZVPD).

The HOMO energy comes out at -9.28 eV. The frontier orbital gap comes out at 9.25 eV.

Atoms and positions in Å:
C 1.458 -1.058 -0.532
O 0.748 0.065 -0.680
C -0.063 0.386 0.446
O 0.590 0.343 1.615
C -0.728 1.799 0.208
S -2.348 1.541 -0.387
C -2.258 -0.159 -0.042
C -3.468 -0.930 -0.280
O -3.824 -1.736 0.498
N -1.199 -0.583 0.430
H 1.456 -1.534 -1.425
H 1.002 -1.707 0.233
H 2.595 -0.869 -0.249
H 0.882 -0.627 1.849
H -0.770 2.051 1.268
H -0.169 2.548 -0.411
H -3.826 -0.588 -1.229


(2)
Entry from the OMol25 dataset: one molecule with the formula C12H12N2O3S at a distorted geometry (ωB97M-V/def2-TZVPD).

The HOMO energy comes out at -8.00 eV. The frontier orbital gap comes out at 7.53 eV.

Atoms and positions in Å:
O -1.945 -1.011 3.509
O 2.444 1.510 -3.837
O -3.260 -1.492 1.826
S 0.979 -0.702 1.200
C -2.090 -1.606 2.475
C -0.291 3.322 0.151
C 0.178 3.992 -1.038
C 2.118 -0.769 -1.209
C -0.057 1.955 0.356
C 1.301 -0.048 -0.334
C 0.697 3.182 -2.032
C 2.422 -0.079 -2.434
C 0.693 1.189 -0.604
C 1.097 1.812 -1.903
N -1.503 -3.891 1.603
N 1.987 1.140 -2.778
C -0.246 -1.965 0.697
C -0.974 -2.521 1.885
H -3.649 -0.805 2.384
H -0.848 3.842 0.928
H -0.061 5.071 -1.182
H 2.624 -1.736 -0.955
H -0.293 1.619 1.351
H 0.858 3.726 -3.043
H 2.992 -0.531 -3.219
H -2.284 -3.749 0.942
H -1.818 -4.481 2.388
H -1.037 -1.492 0.076
H 0.138 -2.837 0.081
H -0.174 -2.646 2.715


(3)
Entry from the OMol25 dataset: a 2-piece molecular cluster, C4H9N4OPS overall at a distorted geometry (ωB97M-V/def2-TZVPD).

The HOMO energy (alpha / beta) comes out at -8.71 / -8.72 eV. The frontier orbital gap (alpha / beta) comes out at 7.67 / 7.67 eV.

Atoms and positions in Å:
C -1.220 -0.620 -1.262
C -1.319 -0.612 0.252
O -0.810 0.563 0.837
P 0.625 1.238 0.914
N 1.056 1.498 -0.754
N 2.114 2.040 -1.114
C 3.384 1.879 -0.733
C 3.709 0.840 0.125
N 2.967 -0.066 0.702
N 1.676 -0.065 0.799
H -1.807 -1.333 -1.734
H -1.475 0.353 -1.496
H -0.179 -0.838 -1.392
H -0.710 -1.504 0.787
H -2.288 -0.534 0.643
H 4.026 2.327 -1.374
H 4.836 0.555 0.035
S 1.681 -3.153 -0.429
H 2.009 -4.043 -1.462
H 2.407 -3.687 0.555


Computed relative energy (zero: lowest compared OMol25 entry of this formula, charge and spin), in the same sequence as the records: 141.42; 425.24; 104.01 kJ/mol.